A cluster of 5 separate species, C42H89FN3O6S in total. Source: OMol25; level of theory: the ωB97M-V functional and the def2-TZVPD basis.

XYZ file:
```
142
Properties=species:S:1:pos:R:3:lowdin_charge:R:1
H -0.9944 -4.4754 1.7742 0.14
H 4.5462 4.9216 3.7539 0.08
C 8.0479 7.8785 1.3999 -0.28
H 3.1488 -3.3328 0.6039 0.09
H -2.9872 -7.6256 0.1025 0.11
H -6.2101 2.1159 -4.9317 0.11
H 10.7010 8.3813 2.0015 0.07
H 1.8457 2.2849 1.8416 0.09
H 2.6270 6.9990 3.2031 0.11
H 9.3988 7.5128 -0.2694 0.07
N -4.7428 -0.9327 2.9572 0.16
H -3.3577 2.5476 -2.5534 0.07
C -0.2214 -4.8557 4.2959 -0.16
H -1.1534 4.1962 1.5197 0.09
H 9.8297 5.5976 2.9547 0.12
H -3.9908 -2.6353 -3.5404 0.06
C 2.8615 8.0611 1.3359 -0.07
C 4.3259 5.4967 1.6843 -0.28
H -1.7207 -0.0429 -0.6027 0.08
C 9.7676 6.4293 2.2529 -0.28
H 0.5131 4.1458 2.1861 0.07
H 10.0602 6.0382 1.2718 0.11
C -2.3575 -6.8966 0.6085 -0.19
C -3.6509 1.3758 -4.3385 -0.30
C -0.7452 -0.1525 4.4243 -0.28
H -4.4582 2.1493 -7.4508 0.08
C -2.5999 -1.9753 0.7436 -0.25
O 2.9121 5.6206 1.6809 -0.18
C 2.4909 -3.6503 1.4115 -0.04
H -0.0914 -0.5141 2.2807 0.14
H -0.5233 -5.6525 4.9735 0.12
H 0.4670 -4.2043 4.8250 0.11
H 2.2762 -1.4805 -8.0538 0.08
H 6.9746 8.0112 1.5458 0.11
C -4.2552 -1.9890 3.4726 -0.38
H -2.7376 -1.6309 -7.6137 0.08
H -2.3271 1.8363 1.0656 0.12
H -6.2901 0.9614 -6.2493 0.12
H 2.7716 -2.1657 2.9414 0.13
C -3.0497 -4.3840 0.6323 -0.14
C 8.3329 7.6280 -0.0710 -0.08
C -1.4651 -4.1013 3.7927 -0.10
H -5.8228 3.2273 -7.1195 0.08
C -4.1845 2.1527 -3.1470 -0.09
F 0.4718 -5.4540 3.2473 -0.05
H -4.9449 -0.2338 3.6724 0.08
H 3.9393 8.2116 1.4069 0.06
H -1.5438 -2.9143 -7.4357 0.07
H -0.0630 -2.5221 1.0515 0.18
H -3.4084 -1.3368 5.3376 0.07
H -4.2844 -6.0843 1.0250 0.12
C -4.0590 -2.1236 4.9688 -0.02
H -1.8010 -7.4751 2.6302 0.10
H 10.4420 7.9013 3.6792 0.08
H 2.2223 -3.2502 -8.0780 0.08
C -0.1853 3.6998 1.4855 -0.07
H 1.6530 -4.1734 0.9549 0.08
H -4.7880 1.4974 -2.5172 0.05
H -4.0828 -4.0696 3.1933 0.11
C -3.9968 -3.1818 2.5739 -0.07
C -5.0241 2.6446 -6.6607 -0.08
C 10.7134 7.5346 2.6887 -0.08
H -2.6580 -0.1463 1.9383 0.14
C -2.0843 -3.2759 -2.7569 -0.13
H -0.4826 -0.6774 -8.0489 0.11
H -3.0155 2.0145 -4.9636 0.11
H -1.2587 2.1989 -0.2585 0.12
H -4.1667 -0.5249 0.3922 0.07
H -2.3079 -4.7731 3.9149 0.10
C 1.0797 1.5505 1.6091 -0.05
H 4.7723 6.2024 0.9748 0.10
C -1.9516 -0.7583 1.3842 -0.18
H 3.0462 -4.3432 2.0339 0.09
H 0.2052 3.8602 0.4785 0.09
H -5.0340 -1.9710 5.4310 0.10
H 7.9757 8.4683 -0.6669 0.08
H -0.6092 -9.5608 2.0316 0.07
C -1.3798 -3.6302 2.3399 -0.12
H -1.9241 -4.2784 -2.3714 0.06
H -4.7193 -2.1720 0.1579 0.07
H -3.9354 -4.1205 0.0646 0.10
C -3.2534 -5.7975 1.2248 -0.15
H -0.9288 -9.2891 0.3310 0.08
H -3.1546 -5.8093 2.3063 0.09
H -1.7303 -6.4538 -0.1656 0.10
H -0.2151 -0.1899 0.2276 0.11
H 1.2926 1.1602 0.6169 0.09
H -1.6172 -3.2743 4.4769 0.10
H -4.8062 2.9967 -3.4467 0.07
H -2.2648 -9.6254 1.4621 0.08
C -5.6138 1.6210 -5.7063 -0.28
C -1.4416 -7.6204 1.6118 -0.27
C -1.8862 -1.9653 -7.0212 -0.07
S -3.7041 -1.1893 -1.7679 0.92
C -1.3144 -9.1129 1.3325 -0.11
C -0.3359 -2.5382 2.1084 -0.23
H -4.1685 -3.5506 -2.0749 0.06
H 0.8647 -2.3189 -8.6989 0.07
C -3.8823 -1.5028 0.0175 -0.40
N -0.2674 0.6684 5.0729 0.24
H 4.8091 6.6422 3.4708 0.07
C -1.3285 1.6380 0.6717 -0.15
O 0.3042 -1.1859 -6.1988 -0.16
H -4.3555 3.3424 -6.1550 0.07
C -2.7534 -3.2508 1.6422 -0.29
H -1.2344 0.0282 -6.6326 0.11
H 1.9471 -1.5679 1.5232 0.11
C 2.3987 6.8593 2.1407 -0.28
H 1.8276 -2.4112 -5.7873 0.12
H -3.7100 -3.1023 5.2755 0.07
C -3.5461 -2.8083 -2.5634 -0.49
H 0.4052 -3.2488 -6.3860 0.10
O 0.7977 -2.6488 2.8863 -0.07
H -3.0223 0.5556 -3.9883 0.08
O -4.6550 0.7569 -5.1195 -0.17
H 11.7348 7.1555 2.7264 0.08
H -2.2272 -2.1446 -5.9996 0.06
H 4.5229 4.4969 1.2958 0.12
C 4.9636 5.6467 3.0530 -0.07
H 2.3775 8.9647 1.7067 0.08
C -1.2462 0.1455 0.3585 -0.12
C -0.8087 -0.8954 -7.0264 -0.28
H -1.9061 -2.2881 -0.0392 0.11
C 1.6296 -2.3486 -7.9224 -0.08
H 7.8275 6.7222 -0.4099 0.08
N -0.8870 -1.1621 2.3752 0.10
H -2.1962 -4.4262 -0.0439 0.10
H 1.3149 6.7632 2.0608 0.11
H 1.2149 0.7500 2.3470 0.06
H -0.7305 2.0592 2.6991 0.11
H 6.0400 5.4870 2.9792 0.07
H -1.8153 -3.2252 -3.8074 0.06
H -4.8504 -3.2181 1.9004 0.12
H 2.6067 7.9378 0.2825 0.08
H 8.5279 8.8059 1.7312 0.11
C 1.0289 -2.3578 -6.5277 -0.29
C -0.3146 2.1860 1.6976 -0.41
O -1.3265 -1.1013 3.7459 0.08
H -1.4221 -2.5814 -2.2457 0.05
C 2.0331 -2.4323 2.1917 -0.20
O 8.4008 6.8039 2.2512 -0.17
H -0.4452 -7.1844 1.5529 0.09
```

Properties
Energy   -75294.282 eV
Charge   +1
Orbital gap   8.4 eV
LUMO level   -2.567 eV